Formula: C5H15N3
Source: the Open Molecules 2025 dataset
Level of theory: ωB97M-V/def2-TZVPD

The geometry in XYZ format:
```
23
Properties=species:S:1:pos:R:3:forces:R:3
N -2.886 -0.681 1.646 0.37 -0.26 0.08
C -2.791 -0.277 0.247 0.23 0.67 0.34
C -1.511 0.512 0.015 0.01 -0.60 0.03
N -0.338 -0.343 0.246 0.10 0.41 0.33
C 1.229 1.548 -0.499 -0.48 -0.46 0.57
C 0.867 0.036 -0.491 -0.01 0.46 -0.29
C 2.036 -0.790 0.015 -0.05 -0.28 -0.44
N 3.252 -0.533 -0.742 0.17 0.53 0.15
H -3.684 -1.285 1.799 -0.10 0.05 -0.03
H -2.071 -1.259 1.848 -0.16 0.03 0.07
H -2.771 -1.112 -0.450 -0.22 -0.17 -0.20
H -3.616 0.405 0.031 -0.17 -0.24 -0.13
H -1.532 0.827 -1.019 0.21 0.13 -0.38
H -1.483 1.408 0.634 -0.18 0.14 0.12
H -0.118 -0.285 1.235 0.03 -0.09 0.06
H 1.518 1.899 -1.486 0.30 0.03 0.03
H 2.003 1.709 0.248 0.29 0.26 -0.17
H 0.382 2.155 -0.187 -0.10 0.02 -0.11
H 0.698 -0.271 -1.524 -0.07 -0.05 -0.20
H 2.224 -0.595 1.074 -0.17 0.07 0.16
H 1.734 -1.825 -0.100 -0.02 -0.33 0.23
H 3.114 0.114 -1.505 0.10 -0.25 -0.04
H 3.744 -1.358 -1.033 -0.06 -0.08 -0.17
```
Forces are in eV/Å.

Values from the calculation:
net charge = 0
HOMO-LUMO gap = 0.367 hartree
HOMO energy = -8.89 eV
SMILES string = C[C@@H](CN)NCCN
lowest unoccupied orbital energy = 1.09 eV

Mulliken atomic charge list, values in e, 4 entries: atom 1 (N): -0.64, atom 2 (C): -0.66, atom 3 (C): -0.64, atom 4 (N): -0.30


Formula: H3NS2
Source: the Open Molecules 2025 dataset
Level of theory: ωB97M-V/def2-TZVPD

The geometry in XYZ format:
```
6
Properties=species:S:1:pos:R:3:forces:R:3
N -1.080 0.602 -0.273 -0.13 -1.23 0.62
S 1.862 -0.386 0.210 -0.96 0.12 0.36
S 0.225 0.860 0.811 -0.22 -1.12 -1.11
H -1.555 -0.337 -0.248 0.95 1.40 0.30
H -0.906 0.844 -1.236 0.26 0.21 -0.06
H 1.454 -1.583 0.736 0.11 0.62 -0.11
```
Forces are in eV/Å.

Values from the calculation:
net charge = 0
HOMO-LUMO gap = 0.364 hartree
HOMO energy = -9.36 eV
SMILES string = NSS
lowest unoccupied orbital energy = 0.54 eV

Mulliken atomic charge list, values in e, 4 entries: atom 1 (N): -0.48, atom 2 (S): -0.22, atom 3 (S): 0.01, atom 4 (H): 0.26


Formula: C7H17N
Source: the Open Molecules 2025 dataset
Level of theory: ωB97M-V/def2-TZVPD

The geometry in XYZ format:
```
25
Properties=species:S:1:pos:R:3:forces:R:3
C -0.266 -1.030 -0.903 -0.77 1.32 -0.33
C 1.092 -0.375 -1.213 0.11 -1.25 0.69
C 2.203 -1.214 -0.520 -1.10 -0.06 -0.41
C 1.278 -0.228 -2.713 -0.25 1.04 0.21
C -0.820 -0.586 0.443 -0.88 0.36 -0.41
N -1.394 0.784 0.344 1.13 0.08 0.05
C -1.704 1.312 1.663 -1.23 0.12 0.42
C -0.662 1.303 2.795 0.16 0.23 0.00
H -0.287 -2.101 -1.086 0.56 -0.35 0.52
H -1.068 -0.712 -1.589 0.42 0.33 -0.22
H 1.187 0.605 -0.723 -0.47 0.03 -0.30
H 1.891 -1.574 0.468 0.14 0.67 0.13
H 3.091 -0.591 -0.481 0.44 -0.51 0.11
H 2.302 -2.162 -1.045 0.62 0.09 -0.46
H 2.241 0.233 -2.940 0.16 -0.44 -0.21
H 0.537 0.505 -3.054 -0.02 -0.15 -0.11
H 1.083 -1.147 -3.266 0.35 -0.09 0.08
H -1.709 -1.199 0.627 0.40 -0.27 0.68
H -0.067 -0.593 1.236 -0.14 -0.58 0.09
H -0.678 1.392 -0.049 -0.09 -0.09 -0.15
H -2.598 0.764 1.996 0.28 -0.12 0.15
H -2.109 2.326 1.590 0.31 0.02 -0.49
H -0.841 0.463 3.468 0.20 0.17 0.12
H 0.382 1.272 2.480 -0.01 -0.27 -0.39
H -0.706 2.255 3.334 -0.30 -0.30 0.23
```
Forces are in eV/Å.

Values from the calculation:
net charge = 0
HOMO-LUMO gap = 0.369 hartree
HOMO energy = -8.93 eV
SMILES string = CCNCCC(C)C
lowest unoccupied orbital energy = 1.11 eV

Mulliken atomic charge list, values in e, 4 entries: atom 1 (C): -1.15, atom 2 (C): 0.97, atom 3 (C): -1.54, atom 4 (C): -1.64


Formula: C32H28F3N3PrS6
Source: the Open Molecules 2025 dataset
Level of theory: ωB97M-V/def2-TZVPD

The geometry in XYZ format:
```
73
Properties=species:S:1:pos:R:3:forces:R:3
Pr -1.238 0.677 -0.330 -0.16 0.57 1.40
C -1.161 4.514 0.878 0.21 0.20 -0.01
C 0.160 4.181 1.568 -0.11 0.19 0.15
S 0.872 2.575 1.132 0.02 -0.06 -0.32
C 1.205 1.845 2.746 0.09 -0.11 0.23
C 0.009 1.705 3.681 0.19 0.18 0.18
S -1.351 0.782 2.943 0.00 -0.22 -0.20
C -2.786 1.797 3.327 -0.19 0.10 0.04
C -2.757 3.224 2.791 0.01 -0.02 0.31
S -2.491 3.310 1.010 -0.13 -0.20 -0.25
H -1.012 4.635 -0.194 -0.02 -0.08 -0.01
H -1.514 5.477 1.252 -0.02 -0.03 0.03
H 0.047 4.217 2.651 -0.01 -0.05 0.00
H 0.886 4.956 1.319 0.01 -0.04 -0.06
H 1.993 2.413 3.244 -0.04 0.05 -0.02
H 1.635 0.866 2.522 -0.06 -0.01 -0.06
H -0.344 2.684 4.001 -0.06 -0.01 -0.05
H 0.334 1.197 4.591 0.01 -0.05 -0.04
H -2.944 1.813 4.407 0.06 0.00 0.00
H -3.625 1.243 2.900 0.03 0.00 -0.04
H -1.985 3.807 3.293 0.02 0.00 -0.05
H -3.704 3.704 3.038 -0.02 -0.02 -0.07
S -3.498 -0.528 0.735 -0.06 -0.41 -0.27
C -3.284 -1.505 -0.725 -0.32 0.01 0.25
C -4.307 -2.314 -1.242 0.06 0.01 0.07
C -4.056 -3.062 -2.367 -0.04 -0.08 -0.10
C -2.811 -2.992 -2.999 0.02 0.04 0.05
C -1.870 -2.151 -2.461 -0.15 -0.07 0.01
N -2.100 -1.441 -1.346 0.25 0.12 -0.05
H -5.265 -2.338 -0.743 0.01 -0.01 0.01
H -4.829 -3.703 -2.771 0.00 0.01 0.01
H -2.587 -3.566 -3.887 -0.04 -0.01 0.00
H -0.898 -2.021 -2.924 0.02 0.00 0.03
S -1.177 -3.477 4.135 -0.22 0.09 0.08
C -1.091 -4.892 5.079 0.04 -0.06 0.06
C -0.054 -5.692 4.704 0.02 0.07 -0.10
C 0.680 -5.141 3.621 -0.06 -0.13 0.12
C 0.183 -3.939 3.201 0.31 0.11 -0.31
C 0.688 -3.098 2.104 -0.24 -0.05 0.25
C -0.047 -1.975 1.676 0.03 0.03 -0.11
N 0.344 -1.165 0.713 0.06 -0.04 -0.14
C 1.492 -1.446 0.048 -0.05 0.17 -0.09
C 2.290 -2.539 0.388 0.11 -0.19 0.02
C 3.487 -2.809 -0.367 -0.10 -0.01 0.09
C 3.832 -2.037 -1.414 -0.05 0.12 -0.07
C 3.021 -0.909 -1.796 0.23 -0.02 -0.06
C 3.333 -0.094 -2.898 0.11 -0.23 0.05
C 2.541 0.981 -3.222 -0.03 0.30 -0.06
C 1.430 1.224 -2.388 -0.05 -0.07 -0.09
N 1.093 0.454 -1.376 0.11 -0.20 -0.15
C 1.875 -0.606 -1.062 -0.13 -0.04 0.13
C 2.796 1.876 -4.361 -0.20 -0.24 0.31
C 1.910 2.722 -4.966 0.00 0.13 -0.18
C 2.491 3.439 -6.046 -0.01 -0.06 0.10
C 3.801 3.118 -6.232 -0.06 0.03 -0.06
S 4.331 1.948 -5.112 0.26 0.03 -0.06
C 1.870 -3.354 1.451 0.19 -0.03 -0.09
H -1.811 -5.062 5.863 0.01 0.01 0.00
H 0.172 -6.636 5.175 0.01 0.00 -0.01
H 1.531 -5.630 3.169 -0.01 -0.01 0.01
H -1.003 -1.734 2.127 0.00 -0.06 0.03
H 4.097 -3.657 -0.084 -0.01 0.00 0.02
H 4.724 -2.252 -1.989 0.00 0.01 -0.01
H 4.204 -0.347 -3.493 -0.02 0.05 -0.03
H 0.780 2.070 -2.569 0.04 0.03 -0.05
H 0.872 2.821 -4.679 0.01 -0.01 0.02
H 1.960 4.155 -6.655 -0.01 0.00 0.00
H 4.480 3.511 -6.971 0.01 -0.02 0.01
H 2.490 -4.194 1.739 -0.01 0.01 0.00
F -1.160 2.741 -1.573 -0.07 0.18 -0.27
C -2.487 1.904 -2.122 0.29 -0.12 -0.10
F -3.006 2.723 -2.976 0.10 -0.02 0.00
F -1.691 0.998 -2.879 -0.20 0.23 -0.42
```
Forces are in eV/Å.

Values from the calculation:
net charge = +1
HOMO-LUMO gap (spin up / spin down) = 0.259 / 0.259 hartree
HOMO energy (spin up / spin down) = -10.24 / -10.25 eV
2S+1 = 3
lowest unoccupied orbital energy (spin up / spin down) = -3.19 / -3.19 eV
expectation value of S² = 2.00

Mulliken atomic charge list, values in e, 4 entries: atom 1 (Pr): 0.03, atom 2 (C): -0.73, atom 3 (C): -0.96, atom 4 (S): 0.23


Formula: C2H5F2NOS
Source: the Open Molecules 2025 dataset
Level of theory: ωB97M-V/def2-TZVPD

The geometry in XYZ format:
```
12
Properties=species:S:1:pos:R:3:forces:R:3
C 1.112 -0.803 1.390 1.14 -0.50 0.19
C 0.825 -0.041 0.141 -2.45 2.46 -1.64
N -1.353 1.049 -1.697 1.57 -1.94 2.95
O -2.069 -0.560 0.174 -0.11 -0.23 0.02
F 0.664 1.378 0.412 0.21 -2.49 0.01
F 1.690 -0.082 -0.862 0.67 -0.36 0.02
S -1.115 -0.491 -0.940 1.64 1.77 0.72
H 0.145 -1.194 1.729 0.26 0.69 0.79
H 1.742 -1.715 1.293 -0.45 0.54 -0.86
H 1.781 -0.172 2.046 -1.48 -0.39 -0.19
H -1.582 0.983 -2.639 -0.77 0.12 -1.66
H -1.840 1.647 -1.048 -0.23 0.33 -0.36
```
Forces are in eV/Å.

Values from the calculation:
net charge = 0
HOMO-LUMO gap = 0.346 hartree
HOMO energy = -8.85 eV
lowest unoccupied orbital energy = 0.55 eV

Mulliken atomic charge list, values in e, 4 entries: atom 1 (C): -0.96, atom 2 (C): 0.66, atom 3 (N): -0.48, atom 4 (O): -0.56


Formula: C5H12NO
Source: the Open Molecules 2025 dataset
Level of theory: ωB97M-V/def2-TZVPD

The geometry in XYZ format:
```
19
Properties=species:S:1:pos:R:3:forces:R:3
C 0.974 -1.235 -1.101 -0.12 0.36 -0.45
C 0.871 0.283 -0.828 0.35 0.38 -0.30
C -0.528 0.760 -0.997 -0.57 -0.56 0.19
C -1.163 1.108 -2.106 0.57 0.70 -0.15
C -1.099 0.024 1.261 0.88 0.84 0.96
N -1.369 0.630 0.184 -0.19 0.64 -0.80
H 0.011 -1.727 -0.964 0.14 -0.18 0.38
H 1.183 -1.350 -2.168 0.06 -0.08 0.13
H 1.772 -1.720 -0.550 -0.08 -0.05 0.17
H 1.238 0.652 0.130 0.08 -0.48 0.26
H 1.515 0.803 -1.537 -0.19 0.08 -0.13
H -0.567 1.285 -2.989 -0.06 -0.22 -0.15
H -2.210 1.359 -2.186 -0.13 -0.10 0.21
H -1.744 0.142 2.120 -0.40 -0.27 -0.14
H -0.095 -0.347 1.426 -0.02 -0.67 -0.18
H -2.211 1.200 0.125 -0.23 -0.42 0.02
H 2.528 -1.170 2.717 0.05 0.02 -0.22
H 1.321 -0.949 3.586 -0.07 0.02 -0.03
O 1.605 -0.899 2.665 -0.06 0.00 0.22
```
Forces are in eV/Å.

Values from the calculation:
net charge = +1
HOMO-LUMO gap = 0.350 hartree
HOMO energy = -14.48 eV
lowest unoccupied orbital energy = -4.95 eV

Mulliken atomic charge list, values in e, 4 entries: atom 1 (C): -1.04, atom 2 (C): -0.93, atom 3 (C): 0.70, atom 4 (C): -0.94